Record 1
{
  "formula": "C22H23FN4O2S",
  "method": "ωB97M-V/def2-TZVPD",
  "smiles": "Cn1c(-c2ccc(F)cc2)cnc1SCC(=O)Nc1ccccc1N1CCOCC1",
  "homo_ha": -0.27580,
  "charge": 0,
  "elements": ["C", "N", "C", "N", "C", "C", "C", "C", "C", "C", "C", "C", "H", "H", "F", "H", "H", "H", "S", "C", "C", "O", "N", "C", "C", "C", "C", "C", "C", "N", "C", "H", "C", "H", "O", "C", "H", "C", "H", "H", "H", "H", "H", "H", "H", "H", "H", "H", "H", "H", "H", "H", "H"],
  "positions_angstrom": [[3.517, 2.276, 1.561], [2.919, 1.563, 0.468], [1.627, 1.679, 0.078], [1.326, 0.846, -0.895], [2.462, 0.145, -1.140], [3.475, 0.569, -0.315], [4.853, 0.114, -0.251], [5.125, -1.246, -0.409], [6.423, -1.716, -0.381], [7.455, -0.813, -0.194], [7.219, 0.542, -0.049], [5.916, 1.001, -0.081], [5.731, 2.061, -0.003], [8.048, 1.220, 0.081], [8.725, -1.265, -0.159], [6.643, -2.765, -0.499], [4.307, -1.936, -0.545], [2.485, -0.599, -1.909], [0.548, 2.829, 0.818], [-0.964, 2.564, -0.164], [-1.738, 1.335, 0.319], [-2.646, 1.429, 1.113], [-1.294, 0.196, -0.259], [-1.703, -1.105, 0.104], [-0.703, -2.028, 0.378], [-1.007, -3.304, 0.814], [-2.334, -3.657, 0.984], [-3.338, -2.762, 0.673], [-3.058, -1.477, 0.197], [-4.064, -0.588, -0.141], [-4.086, 0.008, -1.460], [-3.071, 0.167, -1.824], [-4.839, 1.339, -1.400], [-4.943, 1.771, -2.398], [-6.145, 1.157, -0.905], [-6.096, 0.591, 0.385], [-7.131, 0.496, 0.718], [-5.402, -0.775, 0.372], [-5.349, -1.154, 1.392], [-5.987, -1.471, -0.254], [-5.543, 1.256, 1.063], [-4.291, 2.035, -0.749], [-4.611, -0.660, -2.165], [-4.366, -3.075, 0.773], [-2.592, -4.644, 1.340], [-0.217, -4.006, 1.032], [0.328, -1.721, 0.268], [-0.376, 0.259, -0.716], [-1.562, 3.458, 0.006], [-0.665, 2.484, -1.208], [4.333, 1.688, 1.978], [3.896, 3.247, 1.234], [2.760, 2.445, 2.329]],
  "forces_ev_per_a": [[0.17, 0.34, 0.36], [-0.34, -0.23, -0.30], [-0.23, -0.06, -0.32], [-0.19, 0.42, 0.20], [0.61, 0.12, 0.24], [-0.37, -0.35, -0.52], [0.26, -0.05, 0.09], [0.03, 0.21, 0.07], [0.28, 0.04, -0.03], [-0.12, 0.04, -0.01], [0.20, -0.17, 0.03], [-0.09, -0.20, -0.06], [-0.02, 0.11, 0.01], [0.10, 0.04, 0.00], [-0.12, 0.04, 0.00], [0.05, -0.10, 0.00], [-0.08, -0.08, 0.03], [0.17, -0.18, -0.16], [-0.20, 0.28, 0.19], [0.25, -0.10, 0.16], [0.15, 0.39, -0.17], [-0.01, 0.15, 0.32], [0.08, -0.36, -0.19], [-0.14, -0.07, 0.15], [-0.06, -0.05, -0.03], [0.03, -0.05, -0.02], [0.08, -0.07, 0.03], [-0.06, 0.08, -0.05], [0.18, -0.13, 0.04], [-0.22, -0.01, -0.04], [-0.17, 0.25, -0.17], [-0.07, -0.01, -0.01], [0.37, -0.09, -0.21], [0.06, -0.03, 0.04], [-0.19, 0.00, -0.09], [-0.03, -0.29, 0.25], [0.07, -0.02, 0.04], [-0.10, 0.33, 0.01], [-0.04, -0.03, -0.01], [0.00, -0.03, 0.10], [-0.07, -0.06, -0.01], [-0.04, -0.04, -0.08], [0.08, 0.05, -0.01], [-0.11, 0.00, -0.01], [-0.03, -0.08, 0.03], [0.07, -0.06, 0.03], [0.09, 0.06, 0.03], [-0.27, 0.13, 0.05], [0.01, -0.11, -0.02], [-0.06, 0.05, -0.03], [-0.09, 0.06, 0.01], [0.03, -0.05, 0.05], [0.10, -0.05, 0.02]]
}

Record 2
{
  "formula": "C22H23N2O2S",
  "method": "ωB97M-V/def2-TZVPD",
  "smiles": "COc1ccc(CNC(=O)c2cc3c(s2)C[N@H+](Cc2ccccc2)C3)cc1",
  "homo_ha": -0.37540,
  "charge": 1,
  "elements": ["C", "H", "O", "C", "C", "C", "C", "C", "C", "H", "H", "C", "N", "C", "O", "C", "C", "C", "C", "S", "C", "H", "H", "N", "H", "C", "C", "C", "C", "C", "C", "C", "H", "H", "H", "H", "H", "H", "H", "C", "H", "H", "H", "H", "H", "H", "H", "H", "H", "H"],
  "positions_angstrom": [[0.285, 2.565, -6.941], [0.450, 3.122, -6.013], [-0.432, 1.375, -6.709], [0.124, 0.417, -5.928], [1.349, 0.526, -5.275], [1.813, -0.522, -4.499], [1.082, -1.692, -4.362], [-0.145, -1.794, -5.011], [-0.619, -0.758, -5.784], [-1.563, -0.831, -6.299], [-0.728, -2.700, -4.919], [1.580, -2.802, -3.474], [1.154, -2.574, -2.102], [2.011, -2.192, -1.139], [3.215, -2.116, -1.272], [1.397, -1.875, 0.179], [2.127, -1.588, 1.303], [1.297, -1.306, 2.396], [-0.036, -1.378, 2.093], [-0.320, -1.790, 0.459], [-0.881, -1.052, 3.278], [-1.247, -1.957, 3.773], [-1.730, -0.398, 3.069], [0.110, -0.355, 4.165], [-0.128, -0.511, 5.148], [0.077, 1.124, 3.942], [-1.258, 1.697, 4.335], [-2.151, 2.149, 3.369], [-3.379, 2.666, 3.745], [-3.725, 2.729, 5.084], [-2.840, 2.280, 6.051], [-1.611, 1.766, 5.679], [-0.916, 1.439, 6.441], [-3.104, 2.336, 7.095], [-4.681, 3.134, 5.376], [-4.062, 3.023, 2.990], [-1.878, 2.114, 2.324], [0.870, 1.571, 4.547], [0.288, 1.304, 2.887], [1.460, -0.924, 3.834], [1.653, -1.804, 4.456], [2.245, -0.189, 4.009], [3.201, -1.593, 1.302], [0.158, -2.544, -1.944], [2.671, -2.832, -3.459], [1.191, -3.769, -3.805], [2.765, -0.429, -3.996], [1.951, 1.416, -5.367], [1.247, 2.367, -7.423], [-0.337, 3.157, -7.609]],
  "forces_ev_per_a": [[0.13, 0.22, -0.04], [0.01, -0.03, -0.04], [-0.14, -0.29, 0.05], [-0.03, -0.20, 0.12], [-0.09, 0.29, -0.17], [-0.10, -0.21, 0.00], [0.13, -0.09, 0.00], [0.14, 0.09, -0.01], [-0.03, 0.24, -0.10], [-0.12, -0.01, -0.07], [-0.07, -0.12, -0.02], [0.04, 0.10, -0.20], [-0.21, -0.19, -0.01], [-0.10, -0.11, -0.03], [0.20, 0.07, 0.01], [-0.12, 0.18, 0.56], [-0.01, -0.15, -0.45], [-1.05, 0.08, -0.05], [0.50, 0.07, 0.00], [0.43, 0.13, 0.46], [-0.69, -0.50, -0.54], [0.05, 0.16, 0.12], [0.13, -0.03, 0.20], [0.00, -0.04, 0.31], [0.04, -0.07, -0.15], [-0.24, 0.88, 0.00], [0.05, -0.04, -0.01], [0.10, 0.01, 0.06], [-0.03, 0.00, -0.03], [0.01, 0.00, -0.01], [-0.02, -0.05, 0.07], [0.03, 0.01, -0.12], [0.10, -0.01, 0.13], [-0.03, 0.01, 0.11], [-0.10, 0.04, 0.03], [-0.07, 0.04, -0.07], [0.04, -0.01, -0.13], [0.02, -0.21, -0.07], [0.06, -0.14, 0.08], [0.78, -0.41, -0.24], [-0.10, 0.14, 0.11], [-0.17, 0.05, 0.14], [0.23, 0.00, -0.10], [0.13, 0.02, 0.03], [-0.16, -0.10, -0.03], [0.11, 0.06, 0.01], [0.13, 0.01, 0.05], [0.03, 0.10, -0.04], [-0.03, 0.00, 0.03], [0.08, -0.01, 0.05]]
}

Record 3
{
  "formula": "C22H23N3O",
  "method": "ωB97M-V/def2-TZVPD",
  "smiles": "C=C(C)Cn1c([C@H]2CC(=O)N(Cc3ccccc3)C2)nc2ccccc21",
  "homo_ha": -0.31420,
  "charge": 0,
  "elements": ["C", "C", "C", "H", "H", "H", "C", "N", "C", "N", "C", "C", "C", "C", "C", "C", "H", "H", "H", "H", "C", "C", "C", "O", "N", "C", "H", "H", "C", "C", "C", "C", "C", "C", "C", "H", "H", "H", "H", "H", "H", "H", "H", "H", "H", "H", "H", "H", "H"],
  "positions_angstrom": [[-2.325, -1.581, -0.711], [-1.136, -2.013, -1.096], [-0.564, -3.330, -0.670], [-1.285, -3.893, -0.085], [0.333, -3.181, -0.066], [-0.281, -3.920, -1.541], [-0.239, -1.222, -2.026], [-0.579, 0.169, -2.124], [-0.176, 1.193, -1.303], [-0.706, 2.340, -1.614], [-1.517, 2.100, -2.693], [-2.321, 2.965, -3.427], [-3.045, 2.432, -4.472], [-2.982, 1.074, -4.790], [-2.190, 0.198, -4.075], [-1.456, 0.727, -3.025], [-2.155, -0.853, -4.321], [-3.571, 0.700, -5.615], [-3.680, 3.076, -5.062], [-2.367, 4.013, -3.176], [0.752, 0.979, -0.160], [1.297, 2.278, 0.436], [1.483, 1.963, 1.910], [2.150, 2.571, 2.716], [0.749, 0.860, 2.180], [0.050, 0.318, 1.043], [0.123, -0.772, 1.031], [-1.012, 0.595, 1.074], [0.676, 0.225, 3.475], [1.330, -1.131, 3.418], [0.571, -2.291, 3.326], [1.189, -3.525, 3.204], [2.570, -3.608, 3.169], [3.333, -2.455, 3.256], [2.716, -1.223, 3.376], [3.305, -0.320, 3.438], [4.411, -2.517, 3.230], [3.051, -4.571, 3.075], [0.590, -4.421, 3.135], [-0.508, -2.229, 3.355], [1.204, 0.883, 4.170], [-0.373, 0.138, 3.781], [2.228, 2.609, -0.019], [0.561, 3.077, 0.326], [1.588, 0.344, -0.478], [-0.300, -1.657, -3.031], [0.799, -1.315, -1.691], [-2.950, -2.166, -0.059], [-2.726, -0.634, -1.030]],
  "forces_ev_per_a": [[-0.04, 0.09, -0.01], [0.14, -0.11, -0.07], [-0.12, 0.09, -0.03], [-0.02, -0.09, 0.04], [0.12, -0.02, 0.05], [0.07, -0.12, -0.05], [-0.09, -0.23, 0.16], [0.03, 0.25, -0.08], [0.05, 0.08, -0.07], [0.28, 0.31, 0.41], [-0.10, -0.75, -0.26], [0.05, -0.09, 0.04], [-0.09, 0.16, -0.06], [-0.02, -0.11, -0.07], [0.04, -0.20, -0.01], [-0.23, 0.67, -0.15], [-0.02, -0.10, -0.04], [-0.04, -0.04, -0.06], [-0.05, 0.06, -0.04], [-0.01, 0.13, 0.03], [0.01, 0.05, 0.15], [0.05, -0.01, -0.07], [0.09, 0.15, -0.30], [0.25, 0.26, 0.22], [-0.21, -0.34, 0.03], [-0.14, -0.12, -0.05], [-0.05, 0.06, -0.02], [0.05, -0.10, -0.05], [0.09, 0.13, 0.05], [-0.11, -0.04, 0.05], [0.04, 0.10, 0.06], [0.00, -0.13, -0.03], [-0.01, -0.11, -0.02], [0.08, 0.03, -0.02], [-0.03, -0.01, 0.02], [0.08, 0.12, 0.01], [0.09, 0.00, 0.00], [0.04, -0.07, 0.00], [-0.04, -0.08, 0.00], [-0.12, 0.03, 0.01], [-0.13, -0.06, -0.03], [0.09, 0.01, 0.04], [-0.01, 0.03, 0.06], [0.04, 0.02, 0.03], [-0.06, 0.02, 0.07], [0.14, 0.03, 0.11], [-0.07, -0.01, -0.09], [-0.08, -0.21, 0.14], [-0.02, 0.24, -0.09]]
}

In eV, the LUMO level values for the records above are, in order, 0.43, -2.79, 0.55.